Record 1
The following is a quantum chemistry calculation of a molecular structure, C38H34FN6O6SSc, from OMol25.

```
87
C38H34FN6O6SSc, DFT the ωB97M-V functional and the def2-TZVPD basis
Sc -0.49904 1.44362 2.23753
C -1.97361 3.07879 6.31223
C -1.31697 2.34710 5.18619
N -1.47585 2.63765 3.94903
N -2.28641 3.67272 3.59287
C -2.42187 3.66808 2.27891
O -1.89931 2.79664 1.50608
C -3.22948 4.74956 1.66157
C -3.94942 5.65281 2.43951
C -4.68838 6.65518 1.83292
C -4.70685 6.76484 0.44784
C -3.98301 5.87066 -0.32819
C -3.24629 4.86283 0.27511
C -0.43054 1.19893 5.44142
C -0.14233 0.75388 6.72520
C 0.69808 -0.33489 6.88882
C 1.23597 -0.94531 5.77032
C 0.90703 -0.43784 4.52206
N 0.09060 0.59588 4.36186
H -2.60775 3.85986 5.90603
H -2.57874 2.39597 6.91232
H -1.22293 3.52890 6.96575
H -3.91984 5.55520 3.51568
H -5.24966 7.35494 2.43924
H -5.28174 7.55142 -0.02531
H -3.98664 5.96128 -1.40700
H -2.66018 4.16549 -0.30896
H -0.57063 1.25334 7.58220
H 0.93298 -0.69678 7.88163
H 1.90600 -1.78907 5.85188
H 1.33543 -0.84436 3.61541
F 2.94183 -0.91726 -2.99963
C 1.89209 -1.55285 -2.43494
C 1.32021 -1.04362 -1.30310
C 0.19420 -1.68287 -0.78081
C -0.43513 -1.09732 0.39889
O 0.11533 -0.11435 0.90605
C -1.64757 -1.69919 0.85335
C -2.10729 -2.79698 0.20838
N -1.52971 -3.34977 -0.89713
C -2.10125 -4.52898 -1.49174
C -3.58727 -4.61788 -1.63170
C -2.73583 -4.42079 -2.85076
C -0.36347 -2.79997 -1.41366
C 0.27205 -3.32209 -2.54531
C 1.40058 -2.70054 -3.05647
N 1.98971 -3.24093 -4.24464
C 1.42966 -2.79479 -5.51056
C 1.51193 -3.98652 -6.48475
N 2.55564 -4.92617 -5.95064
C 3.79348 -4.18228 -5.55253
C 3.44260 -3.31782 -4.32276
C -2.43792 -1.15199 2.04083
O -3.40685 -1.80473 2.41051
O -2.00087 -0.06068 2.52898
H 1.66909 -0.12322 -0.84088
H -3.00421 -3.27495 0.57844
H -1.56516 -5.44286 -1.25887
H -4.17359 -3.77397 -1.29775
H -4.04208 -5.58306 -1.46469
H -2.74704 -3.43679 -3.29990
H -2.61181 -5.24682 -3.53817
H -0.09889 -4.21241 -3.03382
H 1.96750 -1.92815 -5.91485
H 0.39240 -2.50231 -5.37051
H 1.80918 -3.69718 -7.49072
H 0.57732 -4.54211 -6.53104
H 2.75963 -5.66429 -6.62129
H 2.16910 -5.33538 -5.09577
H 4.08340 -3.57923 -6.41099
H 4.58372 -4.89945 -5.34517
H 3.92978 -2.34670 -4.43045
H 3.81340 -3.77523 -3.40623
O 2.60462 0.64731 2.26575
C 2.25955 1.76579 1.87892
O 1.27209 2.42462 2.40614
C 2.97299 2.40696 0.72663
C 4.34495 2.61341 0.82987
C 5.06410 3.17870 -0.20857
C 4.39145 3.51497 -1.38035
C 3.03383 3.28297 -1.50221
C 2.27424 2.72211 -0.45660
S 0.56863 2.41666 -0.70279
H 4.84157 2.31976 1.74762
H 6.12817 3.35441 -0.11001
H 4.93046 3.96216 -2.20862
H 2.51682 3.53732 -2.41913
```

* M: 766.75 g/mol
* E_HOMO: -5.066 eV
* net charge: 0
* orbital gap: 3.3 eV
* multiplicity: 1
* energy relative to the best compared isomer or geometry (same formula, charge and spin): 122.1 kJ/mol



Record 2
The following is a quantum chemistry calculation of a molecular structure, C38H34FeN2O3P2S in a non-equilibrium geometry, from OMol25.

```
81
C38H34FeN2O3P2S, DFT the ωB97M-V functional and the def2-TZVPD basis
Fe -0.64985 0.18232 -0.47853
O 0.56647 0.29538 1.58188
S 1.79258 -0.10469 2.38310
C 3.14591 0.63479 1.44299
C 4.40826 0.63223 2.01526
C 5.46353 1.23788 1.35045
C 5.24988 1.84506 0.12131
C 3.97782 1.88359 -0.42562
C 2.90123 1.29473 0.24297
P 1.23610 1.64749 -0.39649
C 0.85725 3.30902 0.19693
C 1.53966 4.40381 -0.33882
C 1.25738 5.67308 0.13498
C 0.29481 5.85565 1.12128
C -0.37091 4.76286 1.65949
C -0.09397 3.48428 1.20281
C 1.37145 1.61674 -2.19217
C 0.67629 2.52756 -3.00082
C 0.76094 2.41228 -4.37680
C 1.49318 1.37476 -4.95213
C 2.13554 0.43328 -4.15206
C 2.05892 0.53556 -2.77598
C 2.00149 -1.86655 1.99897
C 3.10482 -2.49500 2.55572
C 3.26395 -3.86582 2.43163
C 2.32886 -4.60548 1.72500
C 1.22936 -3.97741 1.15999
C 1.01895 -2.60738 1.32640
P -0.55198 -1.90073 0.71941
C -1.40212 -3.24625 -0.14782
C -1.19683 -3.38579 -1.52241
C -1.77880 -4.44306 -2.20355
C -2.57581 -5.35024 -1.51546
C -2.80151 -5.19651 -0.15367
C -2.22744 -4.13892 0.53524
C -1.56795 -1.56890 2.17960
C -2.86953 -1.11953 1.93581
C -3.71966 -0.85492 2.99496
C -3.26382 -1.01183 4.29767
C -1.96170 -1.42675 4.54336
C -1.10622 -1.69736 3.48707
H 4.56817 0.18330 2.98727
H 6.44629 1.25180 1.80101
H 6.07277 2.30974 -0.40426
H 3.80980 2.38692 -1.36865
H 2.28888 4.26686 -1.10812
H 1.80254 6.52091 -0.25718
H 0.07250 6.85340 1.47418
H -1.10354 4.90774 2.44107
H -0.60676 2.62960 1.62583
H 0.11366 3.33729 -2.55177
H 0.26448 3.13639 -5.00861
H 1.56574 1.29976 -6.02886
H 2.69409 -0.37628 -4.60158
H 2.56481 -0.18587 -2.14366
H 3.84392 -1.92056 3.09897
H 4.10911 -4.35545 2.89528
H 2.44077 -5.67603 1.62397
H 0.51009 -4.56302 0.60650
H -0.56140 -2.67331 -2.04405
H -1.62163 -4.56147 -3.26728
H -3.02693 -6.17821 -2.04529
H -3.42678 -5.90250 0.37568
H -2.40095 -4.02123 1.59692
H -3.21125 -1.00001 0.91273
H -4.73144 -0.52086 2.81010
H -3.92563 -0.80526 5.12722
H -1.61648 -1.54849 5.56077
H -0.09800 -2.04114 3.68208
C -5.19433 2.43172 -2.01256
O -4.20343 2.23769 -0.98108
C -3.16275 1.49060 -1.14347
O -2.34035 1.33062 -0.23646
N -2.92726 0.84415 -2.30155
N -1.78686 0.01377 -2.34812
H -5.87743 3.17577 -1.61759
H -5.74835 1.51238 -2.20374
H -4.74229 2.81258 -2.92882
H -3.52772 0.92004 -3.10859
H -1.23662 0.25242 -3.16995
H -2.08594 -0.95501 -2.45029
```

* M: 716.56 g/mol
* E_HOMO (spin up / spin down): -16.220 / -16.385 eV
* net charge: +3
* orbital gap (spin up / spin down): 8.7 / 5.5 eV
* multiplicity: 6
* ⟨S²⟩: 8.7735
* energy relative to the best compared isomer or geometry (same formula, charge and spin): 0.0 kJ/mol



Record 3
The following is a quantum chemistry calculation of a molecular structure, C38H34InN3O5SSiTe, from OMol25.

```
84
C38H34InN3O5SSiTe, DFT the ωB97M-V functional and the def2-TZVPD basis
In -0.13495 0.83988 -0.11696
O -1.31765 2.59505 -0.51359
C -2.41232 2.97015 0.08231
C -3.32964 3.77812 -0.62835
C -4.51534 4.18558 -0.06775
C -4.85845 3.83362 1.24509
C -3.97901 3.07427 1.96949
C -2.75899 2.62480 1.42046
C -1.87508 1.93248 2.29644
N -0.73193 1.42840 1.95415
N 0.08447 1.05223 2.99389
C 1.40693 0.56777 2.56516
O 1.62188 0.48141 1.26806
C 2.55444 0.95295 3.44064
C 3.82705 0.98005 2.88048
C 4.92194 1.32072 3.65642
C 4.74675 1.63285 4.99711
C 3.47882 1.60381 5.55808
C 2.37719 1.26732 4.78520
H -3.06850 4.05583 -1.64159
H -5.19954 4.78880 -0.65240
H -5.79544 4.15873 1.67508
H -4.20371 2.79739 2.99336
H -2.14062 1.88755 3.35196
H 3.94071 0.73689 1.83220
H 5.91356 1.33499 3.22235
H 5.60178 1.90436 5.60352
H 3.35048 1.84055 6.60629
H 1.38829 1.23614 5.21258
Te 2.36367 1.80984 -1.10058
C 3.14054 -0.08121 -1.67981
C 2.49517 -0.82744 -2.65767
C 3.05064 -2.02453 -3.08367
C 4.24485 -2.47472 -2.53723
C 4.87541 -1.73276 -1.54959
C 4.32670 -0.53385 -1.11804
C 2.05663 2.41382 -3.12391
C 0.77104 2.51113 -3.64242
C 0.58664 2.94159 -4.94911
C 1.68081 3.28565 -5.72867
C 2.96446 3.19024 -5.20768
C 3.15483 2.75493 -3.90609
H 1.56277 -0.48075 -3.08659
H 2.54646 -2.60281 -3.84741
H 4.68323 -3.40182 -2.88252
H 5.79653 -2.09033 -1.10761
H 4.82197 0.04160 -0.34570
H -0.08524 2.25971 -3.02632
H -0.41339 3.00633 -5.35786
H 1.53680 3.63075 -6.74424
H 3.81894 3.46004 -5.81492
H 4.15415 2.67639 -3.49411
C 2.18894 -4.03617 1.26285
Si 0.31465 -4.18904 1.31782
C -0.20385 -5.16312 2.84238
C -0.37444 -4.86903 -0.29078
C -0.21285 -2.43426 1.68385
C -0.06357 -1.40256 2.29692
H 2.67763 -4.98976 1.04948
H 2.55159 -3.67539 2.22796
H 2.49359 -3.31592 0.50235
H 0.36524 -6.09170 2.92580
H -1.26541 -5.41489 2.83736
H -0.00428 -4.56752 3.73496
H 0.15231 -5.77995 -0.58462
H -0.25411 -4.13958 -1.09033
H -1.43346 -5.11469 -0.19818
O 0.44675 -0.86950 4.42731
N 0.43049 -0.46667 3.20000
O -7.68620 -0.05428 -1.29641
C -6.94328 -1.16953 -1.13417
O -7.48663 -2.21793 -0.92744
C -5.46028 -1.02063 -1.23311
C -4.80321 0.20611 -1.17757
C -3.42971 0.27278 -1.32426
C -2.67591 -0.88610 -1.48958
S -0.92865 -0.83568 -1.73860
C -3.32980 -2.11759 -1.52041
C -4.70497 -2.17913 -1.39935
H -7.14167 0.70824 -1.51114
H -5.33517 1.13379 -0.99236
H -2.93787 1.23484 -1.32730
H -2.75006 -3.02109 -1.64519
H -5.22258 -3.12856 -1.42613
```

* M: 915.28 g/mol
* E_HOMO: -8.014 eV
* net charge: 0
* orbital gap: 7.4 eV
* multiplicity: 1
* energy relative to the best compared isomer or geometry (same formula, charge and spin): 166.3 kJ/mol